Record 1
The following is a DFT calculation (ωB97M-V/def2-TZVPD) of a 6-piece molecular cluster, C36H80BINO11S5 overall.

Charge: -1
Relative energy (zero: lowest compared OMol25 entry of this formula, charge and spin) in kcal/mol: 159.6
Orbital gap in eV: 5.53

```
135
C36H80BINO11S5 ωB97M-V/def2-TZVPD
C 9.98297 1.21085 -0.18473
C 9.15239 2.27561 -1.06438
C 7.60758 1.82643 -1.07251
C 6.80720 2.39036 0.20193
C 5.87228 3.63961 -0.25860
C 4.96730 4.02583 1.02167
C 3.44736 3.58270 0.70015
C 2.53518 4.92003 0.72764
C 1.06791 4.47364 0.16469
C 0.26301 3.89329 1.44502
C -1.29489 3.64552 1.17153
C -1.68487 2.14514 0.77406
I -0.77648 1.34831 -1.09207
O -1.03976 1.28181 1.74600
B -2.04344 0.78046 2.71071
C -2.11810 -0.85447 2.90805
C -0.69734 -1.59577 2.85340
C -0.89920 -3.20403 2.64054
C 0.15793 -3.81884 1.60123
N -0.46585 -5.06062 1.02419
C 0.58326 -5.89933 0.39856
C 0.62033 -6.13216 -1.18249
O 1.43590 -6.43376 1.17579
O -3.33278 1.34039 2.21159
C -3.31583 1.89589 0.86314
C -4.24638 3.16523 0.60253
C -4.02931 3.70809 -0.92480
C -5.38087 3.70635 -1.79199
C -5.35992 2.76735 -3.09277
O -4.36608 1.70639 -3.06930
C -4.88191 0.51283 -3.66922
O -4.08704 -0.45911 -3.70825
O -3.54631 0.68171 0.07154
C -4.95565 0.41147 -0.06862
C -5.30518 -1.10058 -0.47098
H 10.40265 1.64903 0.78075
H 9.37523 0.26251 0.05953
H 10.85202 0.84543 -0.85522
H 9.22606 3.30435 -0.57458
H 9.50057 2.30386 -2.15040
H 7.14318 2.16370 -2.06079
H 7.52897 0.68064 -1.03878
H 7.49953 2.77241 1.03461
H 6.11892 1.56337 0.61781
H 6.49499 4.56969 -0.51924
H 5.27141 3.37479 -1.19521
H 5.27402 3.45414 1.97769
H 4.99218 5.15342 1.18781
H 3.03938 2.87224 1.51435
H 3.30002 3.10795 -0.32583
H 2.40337 5.23934 1.83133
H 2.98353 5.78909 0.12888
H 1.19359 3.57104 -0.54584
H 0.51921 5.32181 -0.36387
H 0.82768 2.99868 1.86408
H 0.32981 4.72545 2.24823
H -1.85139 3.88321 2.15190
H -1.68445 4.40719 0.39143
H -1.63916 1.24524 3.75032
H -2.54657 -1.03207 3.96333
H -2.88414 -1.24587 2.14278
H 0.01349 -1.15914 2.06873
H -0.20875 -1.50558 3.89800
H -1.99316 -3.43139 2.37450
H -0.70760 -3.74077 3.64796
H 1.18294 -4.04309 2.08276
H 0.36671 -3.01826 0.79932
H -0.97507 -5.58555 1.75727
H 1.04664 -5.22116 -1.74204
H -0.44362 -6.35406 -1.56311
H 1.30641 -7.04082 -1.36279
H -3.99260 4.02345 1.33191
H -5.36951 2.95945 0.78157
H -3.73564 4.81966 -0.79053
H -3.13275 3.21028 -1.42237
H -6.30466 3.45645 -1.15397
H -5.55622 4.77973 -2.17497
H -6.41674 2.30594 -3.20217
H -5.17778 3.42388 -4.00989
H -5.94234 0.45178 -4.11223
H -5.44237 0.62671 0.95774
H -5.44474 1.11947 -0.83012
H -5.70261 -1.63086 0.46227
H -4.47111 -1.65977 -1.00822
H -6.20229 -1.04749 -1.20010
C 6.93910 -3.70050 -2.04654
S 7.38564 -2.05466 -2.64132
O 6.88668 -1.06630 -1.63887
C 6.23408 -2.04137 -4.03212
H 7.51634 -3.90976 -1.14517
H 5.87393 -3.73547 -1.81100
H 7.18017 -4.44193 -2.81043
H 5.21305 -2.18056 -3.67203
H 6.49793 -2.83696 -4.73131
H 6.31221 -1.07715 -4.53554
C -9.60131 6.73752 -2.48312
S -8.88053 5.12086 -2.84266
O -7.76842 4.89982 -1.86968
C -8.13392 5.59677 -4.41687
H -10.09406 6.68688 -1.51147
H -8.81759 7.49667 -2.45298
H -10.33764 6.98703 -3.24925
H -7.44215 6.42765 -4.26552
H -8.91786 5.88366 -5.12006
H -7.58875 4.73933 -4.81351
C -3.19422 -9.67890 -1.70229
S -1.44711 -9.43203 -2.08010
O -0.94338 -10.68725 -2.71809
C -0.88675 -9.43351 -0.36380
H -3.74488 -9.74789 -2.64179
H -3.32659 -10.60197 -1.13617
H -3.56551 -8.82948 -1.12726
H -1.16414 -10.37274 0.11778
H -1.33606 -8.59233 0.16708
H 0.19895 -9.32820 -0.35484
C -5.27943 -8.27540 3.24737
S -5.17794 -9.81851 2.31514
O -4.06219 -9.67417 1.33176
C -6.72594 -9.59252 1.41305
H -4.38301 -8.18407 3.86182
H -5.33638 -7.42832 2.56137
H -6.15929 -8.29680 3.89269
H -6.69244 -8.66265 0.84216
H -7.55874 -9.57084 2.11815
H -6.85295 -10.43283 0.72954
C 7.08504 7.84507 3.09381
S 8.34474 6.66450 2.56296
O 7.67065 5.64970 1.70106
C 8.59230 5.91517 4.18745
H 6.74918 8.40656 2.22119
H 6.23750 7.31433 3.53147
H 7.51521 8.53378 3.82325
H 7.65003 5.50586 4.55662
H 8.97332 6.66672 4.88141
H 9.32246 5.11116 4.08885
```

---

Record 2
The following is a DFT calculation (ωB97M-V/def2-TZVPD) of C36H80F6N2O24P5S2Ti as an isolated structure.

Multiplicity: 4
Expectation value of S²: 3.751
Orbital gap (spin up / spin down) in eV: 6.80 / 7.58

```
156
C36H80F6N2O24P5S2Ti ωB97M-V/def2-TZVPD
Ti 3.00354 -2.39477 -0.35497
C 1.06602 1.20584 0.14178
F 0.94759 0.99806 1.51397
F 0.29878 2.24688 -0.27751
F 2.29147 1.50292 -0.14113
S 0.59045 -0.43484 -0.87016
O -0.79072 -0.20518 -1.34973
O 1.53350 -0.57272 -1.97678
N 0.95629 -1.69253 0.18516
S -0.39021 -2.06892 0.74063
O -1.16158 -0.86037 1.14103
O -1.12097 -3.02031 -0.12218
C 0.08765 -3.05354 2.34240
F 0.73959 -2.25731 3.32379
F -1.05468 -3.60388 2.94253
F 0.95090 -3.95209 2.00435
C -0.48152 -5.44431 6.19138
C -0.21981 -6.79000 5.56704
O 1.14416 -6.82936 4.95708
P 1.77195 -8.23859 4.53889
O 2.94272 -7.95132 3.68074
O 0.56357 -9.20407 3.83962
C 0.39134 -9.05458 2.47875
C -0.26859 -7.72976 2.21640
O 1.96862 -8.97462 5.99652
C 3.16322 -9.12757 6.65183
C 2.65278 -9.24638 8.09506
H -1.52550 -5.31864 6.47845
H 0.16145 -5.30485 7.06043
H -0.41861 -4.53754 5.58979
H -0.29060 -7.54721 6.34789
H -0.98767 -7.07906 4.84946
H 1.33484 -9.21484 1.95699
H -0.28278 -9.84836 2.15691
H -1.29643 -7.67026 2.57432
H 0.38318 -6.95330 2.61691
H -0.41871 -7.58677 1.14630
H 3.68256 -10.04844 6.38656
H 3.81628 -8.26573 6.51454
H 3.40488 -9.48148 8.84818
H 2.33668 -8.24682 8.39348
H 1.85550 -9.96879 8.26986
C 7.76727 -0.76812 -5.03140
C 7.85334 -0.57716 -3.56741
O 6.77593 -1.22756 -2.88461
P 5.95125 -0.38073 -1.72649
O 4.83527 -1.07967 -0.98177
O 7.09057 0.09871 -0.73852
C 6.81177 1.03754 0.29693
C 6.77411 2.49447 -0.18370
O 5.50159 0.99614 -2.45440
C 4.56047 1.03847 -3.50742
C 4.11714 2.46482 -3.64933
H 6.72744 -0.59700 -5.30993
H 8.30215 -0.11849 -5.72421
H 7.88869 -1.83793 -5.20126
H 8.82108 -0.94414 -3.22550
H 7.78901 0.49611 -3.38837
H 5.89376 0.83528 0.84871
H 7.48855 0.80410 1.11887
H 7.63690 2.70213 -0.81662
H 5.95085 2.82132 -0.81892
H 6.95105 3.29393 0.53578
H 5.05790 0.66746 -4.40353
H 3.77511 0.33119 -3.24082
H 5.01002 2.99183 -3.98568
H 3.25117 2.74689 -4.24820
H 4.01638 2.97984 -2.69398
C -1.54536 6.54869 -0.82981
C -0.58305 6.37192 -2.03666
O 0.77705 6.72996 -1.66567
P 2.01109 5.82995 -2.02829
O 1.70258 4.41811 -2.34077
O 2.80783 6.65874 -3.21795
C 3.11288 5.96466 -4.37813
C 2.87090 6.95520 -5.49334
O 2.97021 5.99906 -0.71643
C 2.58958 5.19258 0.41302
C 3.25810 5.66990 1.66111
H -0.97437 6.30265 0.06548
H -1.75871 7.59976 -0.63531
H -2.56390 6.17898 -0.94802
H -0.66754 5.37947 -2.47939
H -1.02997 6.95682 -2.84056
H 3.99577 5.32598 -4.40453
H 2.43676 5.12880 -4.55791
H 1.81413 7.19199 -5.61686
H 3.49133 7.83016 -5.29942
H 3.03034 6.58140 -6.50475
H 1.51274 5.19293 0.58186
H 2.81580 4.15236 0.17881
H 3.13788 6.73093 1.87989
H 3.03677 5.19793 2.61838
H 4.31792 5.49295 1.47789
C -2.66922 2.54085 -1.93701
C -3.58693 1.47627 -2.34262
O -3.77628 1.55004 -3.70304
P -2.84359 0.84019 -4.82496
O -3.35099 0.78363 -6.22151
O -1.45262 1.60423 -4.67639
C -0.13853 1.02300 -5.09483
C 0.03622 1.65764 -6.49544
O -2.41492 -0.49953 -4.13776
C -3.29851 -1.69605 -4.09717
C -4.67859 -1.67055 -4.75725
H -2.41585 2.56658 -0.87718
H -1.64965 2.64177 -2.30902
H -3.13357 3.52164 -2.03963
H -3.33709 0.46545 -2.02023
H -4.55112 1.75547 -1.91779
H 0.62373 1.31826 -4.37381
H -0.15196 -0.06473 -5.02584
H -0.77963 1.36858 -7.15796
H 0.16073 2.74002 -6.52765
H 0.97811 1.26421 -6.87775
H -2.80165 -2.64728 -4.28798
H -3.43338 -1.84848 -3.02634
H -5.18360 -2.58883 -4.45751
H -5.22147 -0.87309 -4.24986
H -4.57242 -1.51750 -5.83121
C -4.71437 0.48329 1.40575
C -4.80529 0.17285 2.88678
O -4.07423 1.07365 3.71820
P -4.73188 2.45560 4.18792
O -5.46179 2.33371 5.50990
O -5.43168 3.22565 2.97125
C -6.26258 4.36221 3.13222
C -7.72297 4.15453 3.35031
O -3.51464 3.35124 4.45671
C -2.53424 3.44804 3.41503
C -2.79776 4.39872 2.25734
H -5.18451 -0.35960 0.89919
H -5.24163 1.41531 1.20216
H -3.66539 0.52204 1.11209
H -5.85390 0.11138 3.17789
H -4.29794 -0.75926 3.13550
H -5.97376 5.18350 3.78809
H -6.14827 4.76697 2.12663
H -7.71096 4.24348 4.43660
H -8.37932 4.95884 3.01804
H -8.10945 3.19295 3.01251
H -1.66791 3.98749 3.79787
H -2.26401 2.46895 3.01947
H -1.99771 5.10981 2.05152
H -2.95230 3.78052 1.37301
H -3.75310 4.91345 2.35970
N -5.70126 -5.15616 -0.08348
C -4.66385 -5.38702 0.75393
C -3.85345 -4.21833 0.82383
C -4.60217 -3.21555 0.15754
C -5.79042 -3.84401 -0.32740
H -6.50852 -5.74823 -0.21721
H -4.46544 -6.36783 1.16020
H -2.82537 -4.08235 1.12545
H -4.43164 -2.15210 0.23750
H -6.75941 -3.56211 -0.71209
```

---

Record 3
The following is a DFT calculation (ωB97M-V/def2-TZVPD) of a 6-piece molecular cluster, C36H81BrN3O11 overall.

Charge: +1
Orbital gap in eV: 8.15

```
132
C36H81BrN3O11 ωB97M-V/def2-TZVPD
C -4.98130 -1.09039 5.12297
C -3.49606 -0.89099 5.24512
O -2.85938 -1.14128 6.21937
O -2.93202 -0.38123 4.11466
C -1.69087 -0.96547 3.68172
C -1.85616 -1.49394 2.26714
C -3.11231 -2.35619 2.10632
C -3.11718 -3.31072 0.90607
C -3.32199 -2.65265 -0.46628
C -4.39917 -1.56835 -0.49207
C -5.83689 -2.06097 -0.45279
C -6.42212 -2.63144 0.77819
O -6.73082 -1.29377 0.29368
N -3.77822 -3.76260 -1.43361
C -2.63598 -4.57562 -1.96458
N -3.16700 -5.80107 -2.51799
C -1.92034 -3.72908 -3.01874
Br -0.11853 -4.38611 -3.17781
C -1.98619 -2.24573 -2.60507
O -0.96962 -1.50521 -3.19721
C -1.40589 -0.45295 -4.06318
C -0.20554 0.26248 -4.68928
C 1.05018 0.25069 -3.80211
C -0.64171 1.66762 -5.15686
C -0.44406 2.85402 -4.20331
C -1.16478 4.07726 -4.79920
C -0.98279 2.62709 -2.78828
C -2.00481 -2.06826 -1.07888
O -0.87599 -2.63436 -0.47952
C 0.21814 -1.73440 -0.30122
C 1.47564 -2.51051 0.04707
N 2.58110 -1.57097 0.00348
C 2.54397 -0.66460 1.16366
C 2.23028 0.79813 0.82296
C 1.22338 1.35670 1.81760
O 3.44247 1.55929 0.89599
H -5.16371 -2.07138 4.67681
H -5.44101 -0.34086 4.48075
H -5.42835 -1.07676 6.11322
H -0.93352 -0.18061 3.71388
H -1.40174 -1.75648 4.37673
H -1.90611 -0.63081 1.59507
H -0.98604 -2.10847 2.03091
H -3.98874 -1.70806 2.10821
H -3.20550 -2.98264 3.00093
H -2.19765 -3.89514 0.90768
H -3.93773 -4.02289 1.06696
H -4.29183 -0.99072 -1.41671
H -4.26840 -0.88606 0.34468
H -6.21109 -2.46586 -1.39430
H -7.30860 -3.24381 0.67908
H -5.86772 -2.60860 1.70725
H -4.29559 -3.36807 -2.22246
H -4.43541 -4.38559 -0.95994
H -1.93091 -4.73895 -1.14589
H -3.69311 -6.30824 -1.80970
H -2.38851 -6.41826 -2.73573
H -2.40295 -3.87361 -3.98490
H -2.96034 -1.87285 -2.96731
H -2.03377 -0.87420 -4.85818
H -2.01343 0.25572 -3.48806
H 0.05042 -0.29593 -5.59403
H 1.64996 1.14266 -3.98714
H 1.68133 -0.60434 -4.04250
H 0.82332 0.21392 -2.74005
H -0.10505 1.89112 -6.08198
H -1.70615 1.64814 -5.42751
H 0.61440 3.11904 -4.13890
H -0.70691 5.01233 -4.47793
H -1.19045 4.04074 -5.88943
H -2.20612 4.09498 -4.46378
H -0.42805 1.87377 -2.22673
H -2.04102 2.35150 -2.82634
H -0.91432 3.55926 -2.22280
H -2.02908 -0.98451 -0.90040
H -0.03770 -1.03299 0.50000
H 0.41618 -1.15734 -1.20253
H 1.60995 -3.30270 -0.69220
H 1.37214 -2.99599 1.03163
H 3.46060 -2.06741 0.00526
H 1.76391 -1.00078 1.85495
H 3.50312 -0.69640 1.68276
H 1.85794 0.84118 -0.20543
H 0.82112 2.32371 1.51399
H 0.39029 0.66225 1.93329
H 1.71347 1.49537 2.78195
H 3.59559 2.02714 0.07093
C 5.47860 4.17756 3.69414
C 4.47400 4.34788 2.57222
O 5.01384 3.98361 1.30310
H 6.36928 4.77742 3.50344
H 5.04985 4.47994 4.65008
H 5.78815 3.13318 3.77870
H 4.17341 5.39104 2.47770
H 3.57825 3.74933 2.77022
H 5.26595 3.05487 1.35977
C 2.26406 -0.77405 4.88724
C 3.45741 0.16426 4.84659
O 3.46632 1.07704 5.93533
H 1.33431 -0.20057 4.88970
H 2.26443 -1.44064 4.02357
H 2.27629 -1.38965 5.78946
H 3.43014 0.78247 3.94873
H 4.39106 -0.40922 4.82664
H 3.51247 0.57455 6.75503
C -1.93255 2.08573 6.08521
C -1.06583 2.52624 4.92303
O -1.07030 1.57422 3.85604
H -1.59863 1.11920 6.46443
H -1.89241 2.81201 6.89731
H -2.97523 1.98249 5.77386
H -0.02431 2.61439 5.23031
H -1.39079 3.50226 4.54929
H -1.98073 1.47765 3.55678
C 1.62197 -2.81254 -7.38121
C 0.28860 -3.51340 -7.55590
O 0.16014 -4.64986 -6.70653
H 2.44171 -3.50252 -7.58029
H 1.70964 -1.96195 -8.05851
H 1.73408 -2.44586 -6.35652
H 0.17951 -3.88935 -8.57195
H -0.53494 -2.81218 -7.37053
H 0.24742 -4.34584 -5.79737
C 7.36608 7.37332 0.04467
C 7.89267 6.23881 -0.81432
O 8.06761 5.03905 -0.07245
H 8.04292 7.56175 0.87848
H 7.26332 8.29103 -0.53649
H 6.38695 7.11792 0.45706
H 8.87471 6.48594 -1.21661
H 7.21813 6.06287 -1.66032
H 7.20738 4.78895 0.28557
```